# 1
CH3FOS | the ωB97M-V functional and the def2-TZVPD basis

The geometry in XYZ format:
```
7
Properties=species:S:1:pos:R:3
O 0.9369 0.2370 1.1570
C -0.0402 0.4652 -0.0230
F 0.5407 0.5048 -1.2992
S -1.5053 -0.6633 -0.0683
H 1.6896 -0.1225 0.6470
H -0.5605 1.4279 0.2211
H -1.0613 -1.8492 -0.6347
```

Its energy is -16684.77354 eV. As for the SMILES: O[C@@H](F)S. Its relative energy (zero: lowest compared OMol25 entry of this formula, charge and spin) is 68.9 kJ/mol. The molar mass comes out at 82.1 g mol⁻¹.

# 2
C5H14O | the ωB97M-V functional and the def2-TZVPD basis

The geometry in XYZ format:
```
20
Properties=species:S:1:pos:R:3
C 0.9455 2.0975 -0.3777
C 0.3774 0.9319 0.4837
C -0.4137 -0.1916 -0.3408
C -0.2240 -1.5816 0.2422
C 1.0640 -2.0981 -0.5740
H 1.5979 1.8743 -1.2139
H 0.0899 2.7461 -0.6335
H 1.6429 2.5302 0.2346
H 1.0519 0.3773 1.1785
H -0.3065 1.2194 1.2274
H -1.4848 0.0065 -0.5421
H -0.0867 -0.0061 -1.3780
H -0.0042 -1.5684 1.3019
H -1.0130 -2.3445 0.3071
H 1.8133 -1.3427 -0.7893
H 1.6217 -2.6910 0.0263
H 0.9183 -2.6269 -1.4497
O -2.9388 0.7943 0.7182
H -2.2319 1.2864 0.1415
H -2.4192 0.5869 1.4378
```

Its energy is -7457.48534 eV. As for the SMILES: CCCCC.O. Its relative energy (zero: lowest compared OMol25 entry of this formula, charge and spin) is 221.9 kJ/mol. The molar mass comes out at 90.2 g mol⁻¹.

no.,orbital gap (eV)
1,10.66
2,11.16